(1)
The following is a DFT calculation (ωB97M-V/def2-TZVPD) of a 3-piece molecular cluster, C38H75Br2N3O12 overall.

Computed properties:
E_HOMO   -8.7112 eV
Kohn-Sham gap   8.6893 eV
LUMO energy   -0.0008 hartree
DFT total energy   -7707.55131 Ha
SMILES   CNC[C@@]1(C[C@@H](C)Br)NC(=O)[C@@](Br)(ON=O)[C@]1(CCCCCCCCCCCOC)CCCCOC=O.COCCOCCOC.COCCOCCOC

Atoms and positions in Å:
C1 3.482 -3.694 3.643
N1 3.536 -2.450 2.827
C2 3.497 -2.667 1.367
C3 2.167 -2.077 0.611
C4 1.680 -3.049 -0.537
C5 2.505 -3.268 -1.866
C6 2.111 -2.270 -3.099
Br1 4.468 -3.362 -1.811
N2 1.173 -2.418 1.726
C7 0.573 -1.386 2.536
O1 -0.264 -1.504 3.455
C8 1.350 -0.055 1.978
Br2 0.166 1.593 2.109
O2 2.233 0.191 3.124
N3 1.603 0.790 4.192
O3 2.017 0.243 5.167
C9 1.921 -0.474 0.558
C10 3.364 0.043 0.030
C11 4.487 0.454 1.070
C12 4.668 2.069 1.268
C13 4.401 2.590 2.750
C14 3.209 3.618 2.982
C15 2.786 4.540 1.750
C16 1.425 5.340 2.167
C17 0.791 6.156 0.938
C18 -0.388 5.398 0.164
C19 0.086 4.276 -0.875
C20 1.052 4.798 -2.043
O4 2.420 4.978 -1.605
C21 3.350 4.133 -2.322
C22 1.035 0.177 -0.608
C23 -0.491 -0.033 -0.835
C24 -1.395 -1.108 -0.116
C25 -2.425 -0.427 0.950
O5 -3.695 -1.184 0.858
C26 -4.396 -0.909 2.093
O6 -4.303 -1.816 2.964
H1 4.349 -3.642 4.410
H2 2.528 -3.756 4.296
H3 3.633 -4.671 3.073
H4 4.456 -2.026 3.052
H5 3.478 -3.800 1.116
H6 4.478 -2.294 0.880
H7 1.543 -4.092 -0.050
H8 0.608 -2.769 -0.876
H9 2.169 -4.301 -2.272
H10 1.013 -1.954 -2.936
H11 2.181 -2.794 -4.106
H12 2.728 -1.312 -3.015
H13 1.212 -3.378 2.085
H14 3.789 -0.822 -0.613
H15 3.294 0.915 -0.729
H16 5.495 0.127 0.594
H17 4.480 -0.105 2.078
H18 5.765 2.344 1.016
H19 4.044 2.537 0.438
H20 5.367 3.098 3.135
H21 4.267 1.672 3.438
H22 3.546 4.336 3.828
H23 2.238 3.142 3.386
H24 3.598 5.246 1.363
H25 2.444 3.860 0.877
H26 0.688 4.551 2.581
H27 1.709 6.060 3.006
H28 1.637 6.538 0.256
H29 0.320 7.114 1.387
H30 -1.053 4.875 0.946
H31 -1.080 6.169 -0.352
H32 -0.867 3.879 -1.404
H33 0.518 3.356 -0.322
H34 0.674 5.837 -2.377
H35 0.926 4.112 -2.952
H36 4.110 3.719 -1.553
H37 3.970 4.783 -3.046
H38 2.876 3.223 -2.827
H39 1.596 -0.084 -1.589
H40 1.222 1.320 -0.520
H41 -1.028 0.982 -0.651
H42 -0.657 -0.175 -1.978
H43 -2.120 -1.550 -0.907
H44 -0.920 -2.009 0.374
H45 -2.006 -0.382 2.008
H46 -2.702 0.650 0.656
H47 -4.977 0.069 2.270
C27 -2.271 5.551 -8.937
O7 -1.101 4.931 -8.438
C28 -0.518 5.656 -7.360
C29 0.291 4.723 -6.464
O8 -0.519 3.939 -5.585
C30 -1.264 2.881 -6.192
C31 -0.398 1.703 -6.627
O9 0.278 2.002 -7.844
C32 1.498 1.293 -7.971
H48 -2.031 6.531 -9.368
H49 -2.690 4.912 -9.715
H50 -3.016 5.662 -8.142
H51 -1.291 6.151 -6.763
H52 0.146 6.413 -7.793
H53 0.912 5.342 -5.810
H54 0.972 4.094 -7.039
H55 -1.886 3.254 -7.006
H56 -1.945 2.525 -5.413
H57 -1.035 0.831 -6.812
H58 0.318 1.466 -5.832
H59 2.164 1.527 -7.134
H60 1.982 1.611 -8.895
H61 1.311 0.216 -8.017
C33 -4.256 -9.327 4.753
O10 -5.207 -8.281 4.773
C34 -5.868 -8.171 6.030
C35 -6.369 -6.747 6.248
O11 -5.339 -5.837 6.638
C36 -4.408 -5.463 5.617
C37 -4.998 -4.520 4.575
O12 -5.810 -5.242 3.650
C38 -6.833 -4.439 3.090
H62 -4.749 -10.297 4.885
H63 -3.752 -9.311 3.785
H64 -3.504 -9.178 5.535
H65 -5.194 -8.447 6.848
H66 -6.721 -8.860 6.015
H67 -7.072 -6.763 7.087
H68 -6.920 -6.371 5.385
H69 -3.950 -6.342 5.162
H70 -3.610 -4.926 6.139
H71 -4.189 -4.054 4.004
H72 -5.581 -3.741 5.078
H73 -7.475 -4.035 3.880
H74 -7.442 -5.068 2.440
H75 -6.400 -3.625 2.502

(2)
The following is a DFT calculation (ωB97M-V/def2-TZVPD) of a 11-piece molecular cluster, C38H76Cl6O8 overall.

Computed properties:
E_HOMO   -9.2527 eV
Kohn-Sham gap   9.6065 eV
LUMO energy   0.0130 hartree
DFT total energy   -4856.34081 Ha
SMILES   C1CCOC1.C1CCOC1.C1CCOC1.C1CCOC1.C1CCOC1.C1CCOC1.C1CCOC1.C1CCOC1.ClCCCl.ClCCCl.ClCCCl

Atoms and positions in Å:
C1 -1.239 4.857 2.985
C2 0.142 4.547 2.334
C3 0.042 3.078 1.888
O1 -1.291 2.945 1.522
C4 -2.078 3.659 2.551
H1 -1.568 5.799 2.578
H2 -1.130 4.865 4.081
H3 0.970 4.690 3.032
H4 0.260 5.178 1.496
H5 0.448 2.330 2.570
H6 0.686 3.016 1.054
H7 -2.231 2.987 3.423
H8 -2.965 3.938 1.994
C5 -3.728 -0.551 2.019
C6 -4.562 -1.419 2.991
C7 -5.881 -1.652 2.200
O2 -5.736 -0.829 1.073
C8 -4.810 0.149 1.285
H9 -3.134 -1.167 1.376
H10 -3.039 0.149 2.533
H11 -4.751 -0.790 3.861
H12 -4.050 -2.304 3.370
H13 -6.749 -1.316 2.829
H14 -6.111 -2.624 1.888
H15 -5.251 0.943 1.928
H16 -4.600 0.487 0.270
C9 0.713 -0.552 -4.814
C10 0.445 -0.010 -6.231
C11 -0.656 -0.950 -6.714
O3 -1.559 -1.102 -5.645
C12 -0.739 -1.262 -4.486
H17 1.073 0.209 -4.083
H18 1.594 -1.234 -4.963
H19 1.379 -0.126 -6.742
H20 0.099 1.028 -6.215
H21 -0.206 -1.901 -7.089
H22 -1.232 -0.621 -7.540
H23 -0.564 -2.308 -4.352
H24 -1.221 -0.721 -3.663
C13 4.894 -3.280 2.585
C14 3.376 -3.252 2.864
C15 2.717 -3.879 1.611
O4 3.758 -4.664 1.102
C16 4.888 -3.844 1.170
H25 5.443 -3.917 3.296
H26 5.427 -2.356 2.519
H27 3.120 -2.219 3.073
H28 3.111 -3.630 3.896
H29 2.499 -3.063 0.920
H30 1.818 -4.553 1.775
H31 4.857 -2.943 0.497
H32 5.709 -4.583 0.964
C17 0.495 3.958 -3.071
C18 -0.144 4.710 -4.202
C19 -1.493 5.059 -3.717
O5 -1.904 4.092 -2.710
C20 -0.794 3.376 -2.249
H33 0.978 4.665 -2.345
H34 1.214 3.255 -3.353
H35 -0.127 4.151 -5.136
H36 0.447 5.628 -4.470
H37 -2.182 5.034 -4.538
H38 -1.494 6.047 -3.295
H39 -0.813 2.300 -2.489
H40 -0.755 3.324 -1.163
C21 -4.523 0.547 -3.232
C22 -4.575 -0.947 -3.428
C23 -3.919 -1.353 -2.055
O6 -2.934 -0.313 -1.726
C24 -3.170 0.867 -2.563
H41 -5.434 0.989 -2.598
H42 -4.684 1.100 -4.163
H43 -3.973 -1.240 -4.246
H44 -5.614 -1.252 -3.444
H45 -3.412 -2.327 -1.986
H46 -4.715 -1.345 -1.284
H47 -2.343 0.968 -3.260
H48 -3.263 1.780 -1.994
C25 5.060 2.529 2.329
C26 5.320 1.249 1.464
C27 4.051 0.478 1.468
O7 3.144 1.127 2.345
C28 3.886 2.036 3.171
H49 4.767 3.349 1.611
H50 5.923 2.880 2.911
H51 6.094 0.621 1.901
H52 5.540 1.500 0.458
H53 4.163 -0.542 1.761
H54 3.591 0.451 0.455
H55 4.195 1.488 4.001
H56 3.217 2.801 3.515
C29 0.455 -0.654 5.538
C30 0.097 -0.982 4.088
C31 -0.813 -2.245 4.164
O8 -1.049 -2.455 5.562
C32 0.181 -2.003 6.273
H57 -0.184 0.056 6.010
H58 1.462 -0.336 5.730
H59 0.952 -1.167 3.453
H60 -0.410 -0.094 3.630
H61 -0.271 -3.088 3.718
H62 -1.737 -2.074 3.655
H63 1.008 -2.749 6.039
H64 -0.011 -1.947 7.367
Cl1 -1.031 -5.333 0.712
C33 -2.273 -5.223 -0.604
C34 -3.591 -4.965 0.067
Cl2 -4.242 -6.415 0.910
H65 -2.195 -6.136 -1.155
H66 -2.039 -4.350 -1.191
H67 -4.325 -4.648 -0.658
H68 -3.544 -4.211 0.859
Cl3 4.556 1.562 -4.643
C35 5.179 1.581 -2.949
C36 5.853 0.316 -2.552
Cl4 4.632 -0.992 -2.665
H69 4.373 1.757 -2.238
H70 5.877 2.398 -2.871
H71 6.237 0.239 -1.562
H72 6.691 0.028 -3.285
Cl5 -0.857 -2.136 0.742
C37 -0.060 -0.591 0.314
C38 0.545 -0.536 -1.113
Cl6 1.461 1.031 -1.139
H73 0.685 -0.294 1.036
H74 -0.757 0.265 0.319
H75 -0.269 -0.502 -1.812
H76 1.207 -1.378 -1.280

no.,F_max (eV/A)
1,5.357
2,4.071